Entry from the Open Molecules 2025 dataset: 2 unconnected molecules or ions with the total composition C4H8N2O (wB97M-V/def2-TZVPD).

## Properties
SMILES string: CC(=O)CN.C#N
HOMO level: -9.480 eV

The geometry in ORCA input format:
```
! wB97M-V def2-TZVPD RIJCOSX def2/J DEFGRID3
* xyz 0 1
C -1.18259 1.15835 -1.29448
C -0.56608 0.73203 0.01212
O -1.21377 0.28893 0.92949
C 0.94399 0.86720 0.09564
N 1.55267 0.21809 1.23727
H -0.45264 1.60624 -1.96260
H -1.99612 1.85631 -1.10998
H -1.61192 0.27650 -1.77050
H 1.38046 0.44642 -0.81720
H 1.19676 1.93276 0.11675
H 1.47326 -0.79038 1.14362
H 1.05924 0.48387 2.08341
C -0.19248 -3.02120 0.47331
N 0.14439 -3.40465 -0.54324
H -0.53518 -2.65047 1.40640
*
```

---

Entry from the Open Molecules 2025 dataset: a molecular structure, C31H39As3F12NO2W (wB97M-V/def2-TZVPD).

## Properties
HOMO level (spin up / spin down): -15.314 / -15.314 eV

The geometry in ORCA input format:
```
! wB97M-V def2-TZVPD RIJCOSX def2/J DEFGRID3
* xyz 3 1
W -0.05354 -0.20826 0.13696
C 5.24616 -3.58277 2.75120
C 4.31633 -2.76057 1.92077
C 4.30385 -2.83528 0.53218
C 3.44750 -2.03829 -0.20814
C 2.58442 -1.14435 0.41883
N 1.79082 -0.25087 -0.40199
C 2.41219 0.49036 -1.40725
C 3.82174 0.51631 -1.48954
C 4.47194 1.20819 -2.48020
C 3.75822 1.90280 -3.46068
C 4.43568 2.61830 -4.57375
C 2.35938 1.95301 -3.33385
C 1.67604 1.29664 -2.33330
C 0.18152 1.54286 -2.22026
O -0.21307 1.30525 -0.88705
C -0.62794 0.54403 -3.05541
F -0.25886 0.44523 -4.30125
F -0.37951 -0.69656 -2.43611
F -1.93469 0.72808 -2.96502
C -0.24686 3.01798 -2.50371
F -1.44901 3.22076 -1.96203
F -0.32694 3.23738 -3.81169
F 0.61582 3.85835 -1.95662
C 2.50469 -1.11878 1.83236
C 3.39711 -1.90539 2.54342
C 1.48205 -0.26671 2.58094
O 0.19958 -0.37785 1.93227
C 1.86926 1.25121 2.57752
F 1.42702 1.80136 1.40246
F 3.17808 1.39476 2.62118
F 1.30498 1.93000 3.55048
C 1.18029 -0.73208 4.03775
F 2.17315 -0.39850 4.84798
F 1.01913 -2.05659 4.04716
F 0.05400 -0.17115 4.46044
H 5.96629 -4.11682 2.13643
H 4.68723 -4.31388 3.33887
H 5.78868 -2.95100 3.45563
H 4.97646 -3.51073 0.01986
H 3.46283 -2.09139 -1.28926
H 4.41633 0.02240 -0.73758
H 5.55385 1.21516 -2.49503
H 5.48820 2.35493 -4.63953
H 4.36056 3.69852 -4.41799
H 3.95276 2.39855 -5.52713
H 1.81169 2.54424 -4.05543
H 3.40187 -1.88014 3.62389
C -4.29877 0.28538 -0.68007
As -2.69047 -0.14914 0.32699
C -2.47081 1.56892 1.26855
C -3.14268 -1.30704 1.84379
C -3.12598 -2.81910 1.59094
C -4.03817 -3.18331 0.42109
C -1.70600 -3.36428 1.36450
As -0.54318 -2.77350 -0.10778
C 0.91680 -4.03794 0.07930
C -1.35245 -3.31035 -1.79151
C -3.65102 -3.50393 2.87376
As -2.67804 -3.05009 4.56183
C -3.40967 -4.51147 5.62822
C -3.85479 -1.62608 5.22177
H -5.01236 0.65877 0.05487
H -4.70389 -0.58949 -1.18077
H -4.07134 1.06253 -1.40635
H -3.27670 1.62317 2.00271
H -2.57330 2.36618 0.53413
H -1.52975 1.69798 1.80554
H -4.13837 -0.99553 2.17290
H -2.43530 -1.03471 2.63460
H -3.70180 -2.75328 -0.52868
H -5.05397 -2.83147 0.60628
H -4.08812 -4.26533 0.29180
H -1.77730 -4.43735 1.15451
H -1.10128 -3.25169 2.27124
H 0.45105 -5.02496 0.06384
H 1.44075 -3.90073 1.02351
H 1.60810 -3.96184 -0.75659
H -1.81623 -4.28358 -1.62633
H -0.57505 -3.40956 -2.54706
H -2.10348 -2.60426 -2.13507
H -3.58172 -4.58734 2.74753
H -4.71151 -3.26977 2.99308
H -2.99985 -5.46142 5.28966
H -4.49633 -4.53658 5.56128
H -3.12027 -4.36433 6.66729
H -3.62474 -0.66486 4.76228
H -3.68810 -1.52470 6.29371
H -4.90359 -1.87108 5.05754
*
```

---

Entry from the Open Molecules 2025 dataset: 2 unconnected molecules or ions with the total composition C2H8S2 (wB97M-V/def2-TZVPD).

## Properties
SMILES string: CS.CS
HOMO level: -8.934 eV

The geometry in ORCA input format:
```
! wB97M-V def2-TZVPD RIJCOSX def2/J DEFGRID3
* xyz 0 1
C -0.57608 3.67048 -0.58363
S -1.52295 2.74478 0.76135
H -1.28630 4.37319 -1.10213
H 0.27072 4.22335 0.02727
H -0.00615 3.17396 -1.40644
H -1.32048 1.58224 0.23656
C 0.45777 -4.00301 -0.41912
S 1.54850 -2.54380 -0.20443
H 1.20227 -4.79184 -0.69748
H -0.27910 -4.19276 0.41864
H -0.07398 -3.67348 -1.44509
H 1.79403 -1.91512 1.07444
*
```

---

Entry from the Open Molecules 2025 dataset: 3 unconnected molecules or ions with the total composition CH8NO3 (wB97M-V/def2-TZVPD).

## Properties
HOMO level: -3.969 eV

The geometry in ORCA input format:
```
! wB97M-V def2-TZVPD RIJCOSX def2/J DEFGRID3
* xyz -1 1
N 0.79814 -1.79141 -0.41442
C 0.25656 -0.71050 0.51734
O -0.32850 0.33175 -0.11994
H 0.02960 -2.56265 -0.49950
H 0.60647 -1.34809 -1.33669
H -0.54262 -1.15355 1.30855
H 0.97190 -0.16964 1.09807
H -1.27180 1.00463 0.95721
H -0.56884 1.11570 2.25173
O -1.44972 1.27729 1.95457
H 0.53575 1.17613 -1.13436
H 0.06954 1.44039 -2.51269
O 0.89352 1.38994 -2.06987
*
```

---

Entry from the Open Molecules 2025 dataset: 9 unconnected molecules or ions with the total composition C33H90N6O9 (wB97M-V/def2-TZVPD).

## Properties
SMILES string: COC[C@H](C)N.COC[C@H](C)N.COC[C@H](C)N.COC[C@H](C)N.COC[C@H](C)N.COC[C@H](C)N.CC(C)O.CC(C)O.CC(C)O
HOMO level: -8.349 eV

The geometry in ORCA input format:
```
! wB97M-V def2-TZVPD RIJCOSX def2/J DEFGRID3
* xyz 0 1
C -14.48877 -30.29163 13.28998
O -14.07993 -30.85740 14.51908
C -12.78263 -30.35473 14.80498
C -12.40125 -30.94180 16.12962
C -13.14730 -30.20000 17.28223
N -10.94780 -30.97692 16.37704
H -13.71645 -30.61833 12.59364
H -14.76089 -29.23625 13.30500
H -15.37388 -30.88340 13.05650
H -12.05575 -30.68908 14.06472
H -12.77386 -29.27053 14.69303
H -12.67493 -31.99649 16.15857
H -13.24651 -29.11635 17.21932
H -12.70761 -30.39041 18.26126
H -14.14589 -30.63121 17.35268
H -10.55623 -31.68368 15.77103
H -10.47060 -30.15794 16.02826
C -13.24886 -32.20695 25.19940
O -13.98999 -31.11120 24.64137
C -13.21513 -30.28801 23.75863
C -13.15806 -31.02403 22.43514
C -12.36084 -30.19262 21.35732
N -14.43089 -31.36375 21.83661
H -12.63156 -32.00499 26.07477
H -12.66289 -32.77791 24.47916
H -14.11052 -32.77932 25.54294
H -13.68651 -29.31093 23.65265
H -12.25963 -30.10154 24.24887
H -12.55292 -31.92703 22.51573
H -12.78409 -29.19027 21.29212
H -12.36275 -30.73290 20.41064
H -11.33368 -30.01070 21.67345
H -14.89678 -31.94608 22.51773
H -14.86640 -30.47732 21.62528
C -17.55642 -34.55857 26.03162
O -17.98916 -34.79180 27.41170
C -17.04970 -35.55915 28.17547
C -17.90844 -36.20996 29.27065
C -18.27783 -35.40627 30.48878
N -17.21971 -37.37172 29.85853
H -18.39595 -34.24032 25.41355
H -17.20143 -35.45427 25.52191
H -16.76802 -33.80590 26.03480
H -16.66425 -36.32593 27.50349
H -16.20386 -34.92405 28.43872
H -18.89203 -36.56218 28.95983
H -18.54694 -34.37900 30.24304
H -17.34577 -35.25167 31.03234
H -18.95310 -35.87480 31.20474
H -16.21205 -37.40458 29.79800
H -17.72204 -38.13714 29.43203
C -9.28702 -28.99644 18.92925
O -10.14165 -27.97888 18.60027
C -9.47383 -26.80418 18.08385
C -8.79511 -25.77850 19.04247
C -9.61466 -25.19537 20.22132
N -8.31637 -24.61108 18.34478
H -9.97455 -29.70574 19.38999
H -8.59969 -28.69273 19.71884
H -8.74165 -29.22750 18.01421
H -8.79972 -27.03212 17.25819
H -10.31031 -26.29593 17.60418
H -8.00405 -26.31980 19.56144
H -10.41737 -24.63761 19.73897
H -9.08325 -24.53822 20.90970
H -10.05900 -25.99194 20.81809
H -7.34557 -24.80352 18.14320
H -8.63550 -24.26571 17.45093
C -11.56069 -36.18422 22.92265
O -13.00675 -36.26336 23.08827
C -13.60431 -35.06539 22.73702
C -14.95893 -35.43165 22.06687
C -15.56274 -34.09866 21.43897
N -15.91121 -36.13076 22.95497
H -11.03397 -37.10625 23.16863
H -11.21361 -35.32551 23.49732
H -11.22572 -35.77899 21.96783
H -13.79665 -34.38055 23.56291
H -13.05211 -34.51835 21.97287
H -14.77370 -36.07586 21.20734
H -16.49258 -34.41541 20.96658
H -14.84051 -33.70521 20.72365
H -15.72134 -33.43798 22.29129
H -15.33211 -36.78864 23.45691
H -16.23898 -35.48596 23.65990
C -6.45696 -30.54768 28.49276
O -7.01910 -30.06434 27.21701
C -7.78215 -28.97209 27.39363
C -9.24863 -29.28702 27.79528
C -9.83340 -30.46896 27.02279
N -10.22166 -28.32678 27.42331
H -7.24631 -30.74528 29.21800
H -5.70576 -29.86087 28.88274
H -5.96709 -31.49755 28.27857
H -7.31139 -28.17890 27.97443
H -7.79080 -28.66750 26.34709
H -9.32709 -29.42772 28.87331
H -9.26469 -31.36994 27.25278
H -9.73954 -30.29817 25.95035
H -10.84281 -30.71372 27.35337
H -10.06899 -28.10157 26.45065
H -11.12393 -28.75834 27.56386
C -15.29662 -27.91085 25.72393
C -14.45368 -28.19712 26.91181
C -15.26577 -28.95634 28.01892
O -13.32630 -28.89647 26.51051
H -15.74283 -28.73309 25.16455
H -14.63824 -27.57211 24.92399
H -15.99898 -27.09006 25.86917
H -14.21259 -27.21020 27.30672
H -15.69668 -29.84810 27.56373
H -16.05767 -28.29481 28.37016
H -14.61591 -29.18040 28.86483
H -13.68820 -29.52169 25.87827
C -9.48015 -34.99755 18.38457
C -10.48813 -33.86074 18.37132
C -11.13702 -33.67334 19.68195
O -9.72531 -32.61055 18.25320
H -8.53625 -34.65845 18.81136
H -9.21546 -35.12352 17.33474
H -9.88077 -35.93974 18.75859
H -11.22531 -33.94841 17.57320
H -10.51934 -33.19470 20.44186
H -11.64006 -34.57420 20.03340
H -11.93306 -32.95289 19.49388
H -10.28117 -31.87191 17.99430
C -12.50177 -25.25580 24.49801
C -11.22024 -26.06013 24.27515
C -10.13933 -25.58733 25.25366
O -11.34371 -27.45870 24.57352
H -12.83908 -25.40510 25.52369
H -13.31701 -25.52209 23.82526
H -12.34429 -24.18896 24.33941
H -10.90350 -25.92264 23.24129
H -10.30926 -25.84134 26.29995
H -10.12227 -24.50740 25.10676
H -9.20153 -26.08689 25.01065
H -11.95977 -27.55315 25.30369
*
```

---

In the order shown, the computed energy above the lowest of the compared OMol25 structures with the same formula, charge and spin values come out to 43.4 0.0 41.8 22.9 94.6 kcal/mol.
In the order shown, the computed largest force on an atom values come out to 0.95 1.47 2.85 2.62 4.66 eV Å⁻¹.